Here is a 6-piece molecular cluster, C5H20N2O6 overall from the OMol25 dataset. Energies are from ωB97M-V/def2-TZVPD.

HOMO in eV: -9.360
Kohn-Sham gap in eV: 9.80
Strongest force on any atom in eV/Å: 0.972
Structure (SMILES): N/C=N/CCCC=O.O.O.O.O.O
ΔE to the lowest compared entry with this formula, charge and spin in kcal per mole: 19.7

The geometry in ORCA input format:
```
! wB97M-V def2-TZVPD RIJCOSX def2/J DEFGRID3
* xyz 0 1
N -1.4029 1.7925 -0.1141
C -0.3612 1.4542 0.6685
N 0.5923 0.6981 0.2347
C 1.6485 0.3929 1.2029
C 1.9258 -1.1099 1.3144
C 0.8639 -1.9033 2.1027
C -0.4571 -1.9681 1.4040
O -1.4891 -1.5631 1.8962
H -1.9538 2.5831 0.1676
H -1.3950 1.5998 -1.1207
H -0.4127 1.8284 1.6867
H 1.4527 0.8047 2.1991
H 2.5601 0.8727 0.8221
H 2.8881 -1.2171 1.8140
H 2.0633 -1.5419 0.3183
H 1.2756 -2.9069 2.2497
H 0.7130 -1.4513 3.0848
H -0.4923 -2.4139 0.3931
O 0.4938 -1.0540 -1.9158
H 1.1712 -1.6970 -1.7335
H 0.4140 -0.4653 -1.1098
O -1.6955 1.8279 -3.0726
H -0.7474 2.0469 -3.2204
H -1.7903 0.8684 -3.3198
O -1.0486 0.4198 3.7723
H -1.3009 -0.2364 3.0854
H -1.6844 0.2789 4.4684
O 1.0688 2.1110 -3.0059
H 1.0327 2.3090 -2.0463
H 1.2477 1.1570 -3.0188
O -1.7785 -1.0078 -3.4263
H -2.4462 -1.4171 -2.8811
H -0.9556 -1.0920 -2.8999
*
```

natural (NBO) charges in e: N -0.796; C 0.314; N -0.629; C -0.235; C -0.386; C -0.532; C 0.467; O -0.562; H 0.394; H 0.432; H 0.185; H 0.192; H 0.194; H 0.221; H 0.189; H 0.238; H 0.241; H 0.126; O -1.019; H 0.477; H 0.509; O -1.014; H 0.492; H 0.501; O -0.984; H 0.490; H 0.470; O -0.947; H 0.482; H 0.490; O -0.976; H 0.470; H 0.503

***

Here is C37H40AuFN5O3 as an isolated structure from the OMol25 dataset. Energies are from ωB97M-V/def2-TZVPD.

HOMO in eV: -8.484
Kohn-Sham gap in eV: 5.03
Strongest force on any atom in eV/Å: 0.074
ΔE to the lowest compared entry with this formula, charge and spin in kcal per mole: 0.0

The geometry in ORCA input format:
```
! wB97M-V def2-TZVPD RIJCOSX def2/J DEFGRID3
* xyz 1 1
Au -0.0998 1.3052 1.5063
C 3.4917 6.4368 -2.9975
C 2.8254 6.8597 -1.6986
N 2.5358 5.7155 -0.8219
C 1.3031 5.1878 -0.8353
C 0.8886 4.0875 -0.1312
C -0.5879 3.7232 -0.3485
O -1.2192 4.4781 -1.0697
O -1.0477 2.6747 0.2142
C 1.8316 3.4398 0.6982
O 1.6529 2.4174 1.4163
C 3.1799 4.0121 0.7311
C 4.1481 3.4079 1.5451
C 5.4089 3.9193 1.5667
F 6.3596 3.3436 2.3339
C 5.7738 5.0376 0.8021
C 4.8280 5.6328 0.0027
C 3.5153 5.1309 -0.0403
N 7.1139 5.5552 0.8243
C 7.5816 6.0240 2.1310
C 8.6758 7.0688 1.8745
N 9.2723 6.7891 0.5189
C 9.4830 5.3166 0.3180
C 8.0997 4.6550 0.2171
H 3.6875 7.3119 -3.6165
H 2.8415 5.7645 -3.5567
H 4.4365 5.9222 -2.8197
H 1.8720 7.3432 -1.8991
H 3.4272 7.5782 -1.1428
H 0.5607 5.6736 -1.4581
H 3.8817 2.5426 2.1368
H 5.1250 6.4878 -0.5861
H 7.9611 5.2089 2.7540
H 6.7574 6.4906 2.6654
H 9.4825 7.0152 2.6025
H 8.2859 8.0839 1.8444
H 10.1398 7.3088 0.3935
H 8.6003 7.1065 -0.1825
H 10.0542 4.9668 1.1756
H 10.0768 5.1719 -0.5810
H 8.1429 3.6792 0.7105
H 7.8247 4.4976 -0.8255
C 3.8965 -2.2942 0.6500
N 2.9433 -1.2994 0.2026
C 3.4752 0.0363 0.3241
C 1.5973 -1.4374 0.7506
C 1.4269 -1.1541 2.2363
C 1.9219 -2.0745 3.1622
C 1.7920 -1.8778 4.5274
C 1.1439 -0.7475 5.0007
C 0.6173 0.1677 4.1000
C 0.7573 -0.0352 2.7325
H 4.7784 -2.2579 0.0071
H 3.4587 -3.2895 0.5654
H 4.2325 -2.1483 1.6884
H 4.4298 0.0945 -0.2043
H 3.6426 0.3403 1.3721
H 2.7852 0.7512 -0.1275
H 1.2604 -2.4563 0.5464
H 0.9439 -0.7785 0.1739
H 2.3943 -2.9798 2.8008
H 2.1779 -2.6157 5.2190
H 1.0190 -0.5896 6.0643
H 0.0620 1.0191 4.4728
C -1.5371 -3.4819 -0.2273
C -1.4205 -3.4013 1.1557
C -1.5092 -2.1756 1.7951
C -1.7338 -1.0161 1.0537
C -1.8586 -1.1011 -0.3296
C -1.7540 -2.3288 -0.9680
N -1.7925 0.2738 1.6465
C -2.5876 0.4959 2.7738
C -2.4414 1.6604 3.5380
C -3.2710 1.9212 4.6156
C -4.2826 1.0394 4.9632
C -4.4560 -0.1023 4.1945
C -3.6294 -0.3769 3.1177
H -1.4636 -4.4412 -0.7230
H -1.2487 -4.2978 1.7382
H -1.3953 -2.1049 2.8701
H -2.0403 -0.1896 -0.8867
H -1.8529 -2.3851 -2.0444
H -1.6840 2.3897 3.2708
H -3.1263 2.8331 5.1818
H -4.9307 1.2439 5.8043
H -5.2529 -0.7966 4.4299
H -3.8060 -1.2645 2.5276
*
```

Löwdin charges in e: Au 1.317; C -0.056; C -0.175; N -0.019; C 0.050; C -0.006; C -0.599; O 0.050; O -0.130; C -0.266; O -0.129; C -0.031; C 0.099; C -0.190; F 0.081; C -0.169; C 0.077; C -0.111; N -0.115; C -0.127; C -0.070; N 0.051; C -0.071; C -0.122; H 0.085; H 0.089; H 0.068; H 0.129; H 0.117; H 0.151; H 0.136; H 0.115; H 0.130; H 0.145; H 0.138; H 0.137; H 0.186; H 0.180; H 0.139; H 0.138; H 0.132; H 0.137; C -0.111; N -0.250; C -0.112; C -0.166; C -0.232; C -0.050; C -0.078; C -0.082; C -0.101; C -0.227; H 0.082; H 0.089; H 0.079; H 0.084; H 0.081; H 0.076; H 0.121; H 0.097; H 0.106; H 0.104; H 0.104; H 0.089; C -0.094; C -0.079; C -0.054; C -0.329; C -0.029; C -0.080; N -0.091; C -0.286; C -0.076; C -0.096; C -0.108; C -0.086; C -0.030; H 0.101; H 0.106; H 0.125; H 0.116; H 0.103; H 0.083; H 0.101; H 0.097; H 0.104; H 0.108

***

Here is a 2-piece molecular cluster, C4H8O overall from the OMol25 dataset. Energies are from ωB97M-V/def2-TZVPD.

HOMO in eV: -9.679
Kohn-Sham gap in eV: 10.61
Strongest force on any atom in eV/Å: 0.619
Structure (SMILES): C=CC.C=O
ΔE to the lowest compared entry with this formula, charge and spin in kcal per mole: 42.8

The geometry in ORCA input format:
```
! wB97M-V def2-TZVPD RIJCOSX def2/J DEFGRID3
* xyz 0 1
C 0.9261 0.6593 -0.5742
C -0.4064 0.6852 -0.5593
C -1.1855 1.0415 0.6714
H 1.4933 0.3839 -1.4585
H 1.4928 0.9509 0.3096
H -0.9654 0.3511 -1.4350
H -2.2623 1.0883 0.4954
H -1.0031 0.2712 1.4295
H -0.8582 2.0029 1.0806
C 0.6904 -1.8390 0.0077
O -0.2611 -1.9434 0.7430
H 1.7301 -1.7671 0.3845
H 0.6094 -1.8847 -1.0947
*
```

natural (NBO) charges in e: C -0.444; C -0.123; C -0.671; H 0.203; H 0.198; H 0.199; H 0.219; H 0.244; H 0.221; C 0.280; O -0.548; H 0.112; H 0.111

***

Here is one molecule with the formula C23H30N4O4 from the OMol25 dataset. Energies are from ωB97M-V/def2-TZVPD.

HOMO in eV: -8.075
Kohn-Sham gap in eV: 8.84
Strongest force on any atom in eV/Å: 0.568
Structure (SMILES): COc1cccc(CN2CCNC(=O)[C@@H]2CC(=O)N(C)CCc2ccccn2)c1OC
ΔE to the lowest compared entry with this formula, charge and spin in kcal per mole: 33.0

The geometry in ORCA input format:
```
! wB97M-V def2-TZVPD RIJCOSX def2/J DEFGRID3
* xyz 0 1
C 2.8342 -4.1695 -1.0266
O 2.7329 -2.8682 -1.5469
C 1.4866 -2.3631 -1.8249
C 0.3249 -3.1156 -1.7146
C -0.9039 -2.5820 -2.0624
C -0.9942 -1.2687 -2.4735
C 0.1423 -0.4743 -2.5227
C 0.0684 0.9882 -2.8684
N -1.2161 1.5884 -2.5403
C -1.3756 2.9306 -3.0522
C -2.8718 3.2209 -3.1045
N -3.4390 2.9912 -1.7983
C -2.9343 2.1750 -0.8597
O -3.4947 2.0188 0.2123
C -1.6063 1.4840 -1.1497
C -0.5857 2.0067 -0.0988
C 0.3914 0.9553 0.3917
O 1.5918 1.0789 0.2031
N -0.0998 -0.1090 1.0624
C -1.4704 -0.3307 1.4601
C 0.8483 -1.1256 1.4822
C 1.6847 -0.6895 2.6982
C 0.8037 -0.3212 3.8528
C 0.4076 0.9979 4.0640
C -0.4433 1.2792 5.1180
C -0.8672 0.2383 5.9305
C -0.4139 -1.0388 5.6411
N 0.3938 -1.3147 4.6326
C 1.4015 -1.0215 -2.2488
O 2.4580 -0.2012 -2.5029
C 3.6411 -0.2740 -1.7306
H 2.2830 -4.2733 -0.0862
H 3.8959 -4.3248 -0.8390
H 2.4827 -4.9202 -1.7420
H 0.3736 -4.1411 -1.3861
H -1.7868 -3.2010 -2.0089
H -1.9436 -0.8459 -2.7625
H 0.2106 1.1037 -3.9484
H 0.9099 1.4950 -2.3745
H -0.8717 3.6927 -2.4343
H -0.9614 2.9827 -4.0602
H -3.3419 2.5581 -3.8420
H -3.0559 4.2584 -3.3968
H -4.3398 3.3985 -1.5890
H -1.7735 0.4220 -0.9483
H -1.1353 2.4058 0.7563
H 0.0064 2.8173 -0.5283
H -1.4983 -0.5973 2.5186
H -1.8980 -1.1603 0.8877
H -2.0900 0.5494 1.3141
H 1.5275 -1.3237 0.6491
H 0.2912 -2.0327 1.7188
H 2.3275 -1.5220 2.9842
H 2.2972 0.1629 2.4049
H 0.7623 1.7789 3.4089
H -0.7707 2.2919 5.3051
H -1.5287 0.4133 6.7645
H -0.7108 -1.8885 6.2429
H 3.4136 -0.1612 -0.6690
H 4.1902 -1.2002 -1.9040
H 4.2396 0.5753 -2.0584
*
```

natural (NBO) charges in e: C -0.249; O -0.510; C 0.229; C -0.290; C -0.220; C -0.232; C -0.081; C -0.240; N -0.456; C -0.219; C -0.211; N -0.605; C 0.689; O -0.648; C -0.141; C -0.535; C 0.703; O -0.668; N -0.446; C -0.427; C -0.205; C -0.442; C 0.217; C -0.259; C -0.163; C -0.272; C 0.042; N -0.443; C 0.334; O -0.520; C -0.248; H 0.177; H 0.200; H 0.177; H 0.219; H 0.213; H 0.224; H 0.212; H 0.213; H 0.172; H 0.214; H 0.192; H 0.201; H 0.407; H 0.250; H 0.251; H 0.235; H 0.207; H 0.196; H 0.246; H 0.225; H 0.207; H 0.227; H 0.231; H 0.222; H 0.217; H 0.219; H 0.191; H 0.200; H 0.186; H 0.186